#a
# C37H56IN2O5PS2Y

A molecular structure, C37H56IN2O5PS2Y (ωB97M-V/def2-TZVPD, OMol25).

```
! wB97M-V def2-TZVPD RIJCOSX def2/J DEFGRID3
* xyz 1 1
Y -0.919 -0.149 0.645
O 0.924 -0.425 -0.793
S 2.280 -0.610 -1.439
C 3.366 0.549 -0.613
C 3.011 2.027 -0.725
C 3.519 2.849 0.470
C 3.039 2.453 1.870
S 1.263 2.393 2.139
O 0.802 1.414 1.071
C 0.860 4.032 1.590
C 1.085 5.075 2.480
C 0.810 6.372 2.075
C 0.300 6.610 0.804
C 0.068 5.552 -0.066
C 0.347 4.248 0.323
C 2.126 0.100 -3.052
C 3.269 0.386 -3.793
C 3.127 0.866 -5.083
C 1.855 1.036 -5.626
C 0.729 0.724 -4.881
C 0.854 0.247 -3.579
H 4.375 0.316 -0.967
H 3.295 0.178 0.413
H 1.933 2.130 -0.816
H 3.449 2.439 -1.635
H 3.269 3.897 0.299
H 4.612 2.805 0.503
H 3.406 3.161 2.618
H 3.378 1.460 2.178
H 1.457 4.881 3.481
H 0.979 7.195 2.757
H 0.075 7.623 0.496
H -0.334 5.743 -1.054
H 0.152 3.406 -0.324
H 4.261 0.236 -3.376
H 4.006 1.103 -5.670
H 1.748 1.403 -6.639
H -0.259 0.834 -5.313
H -0.019 -0.023 -2.994
C -2.123 -4.182 2.237
C -1.321 -4.500 0.969
C -2.276 -4.439 -0.232
C -0.770 -5.925 1.048
P -0.058 -3.136 0.672
C 0.786 -3.711 -0.839
C 1.787 -4.683 -0.857
C 2.371 -5.082 -2.052
C 1.951 -4.523 -3.253
C 0.941 -3.569 -3.253
C 0.366 -3.165 -2.054
C 1.250 -3.096 2.042
C 1.434 -4.357 2.884
C 2.616 -2.680 1.485
C 0.786 -1.956 2.956
H -2.864 -4.973 2.389
H -2.644 -3.233 2.163
H -1.494 -4.154 3.131
H -3.138 -5.075 -0.007
H -1.808 -4.817 -1.143
H -2.645 -3.431 -0.425
H -1.614 -6.614 0.940
H -0.295 -6.148 1.998
H -0.072 -6.151 0.238
H 2.123 -5.141 0.066
H 3.147 -5.837 -2.046
H 2.404 -4.838 -4.185
H 0.595 -3.138 -4.185
H -0.422 -2.419 -2.061
H 1.756 -5.214 2.291
H 0.527 -4.632 3.420
H 2.211 -4.164 3.634
H 3.124 -3.480 0.948
H 3.253 -2.381 2.325
H 2.536 -1.826 0.806
H -0.214 -2.129 3.357
H 0.792 -0.997 2.421
H 1.474 -1.831 3.798
I -2.699 -0.653 -1.528
C -1.456 3.006 -2.427
N -2.553 3.322 -1.524
C -3.388 4.453 -1.905
C -2.710 2.638 -0.369
O -1.755 2.010 0.141
N -3.919 2.675 0.253
C -5.166 2.558 -0.503
C -3.992 2.164 1.616
H -0.842 3.896 -2.595
H -1.840 2.661 -3.389
H -0.845 2.218 -2.004
H -2.742 5.280 -2.204
H -3.990 4.777 -1.062
H -4.044 4.212 -2.743
H -4.970 2.507 -1.569
H -5.845 3.388 -0.300
H -5.656 1.626 -0.218
H -3.055 2.332 2.137
H -4.208 1.092 1.616
H -4.793 2.682 2.143
C -2.647 -0.331 4.456
C -2.013 -0.149 3.118
O -2.394 -0.874 2.129
O -1.098 0.696 2.942
H -3.476 -1.032 4.407
H -2.986 0.636 4.829
H -1.890 -0.698 5.152
*
```

Values from the calculation:
**Kohn-Sham gap**: 8.7526 eV
**Molecular weight**: 919.782 g/mol

***

#b
# C37H56IN2O5PS2Y

A molecular structure, C37H56IN2O5PS2Y (ωB97M-V/def2-TZVPD, OMol25).

```
! wB97M-V def2-TZVPD RIJCOSX def2/J DEFGRID3
* xyz 1 1
Y 0.298 0.198 -0.477
O 0.218 -0.316 1.768
S 0.187 -1.396 2.801
C 1.570 -0.892 3.939
C 2.904 -0.851 3.202
C 3.836 0.281 3.651
C 3.426 1.639 3.106
S 3.374 1.814 1.254
O 2.295 0.885 0.791
C 4.946 1.022 0.862
C 5.025 -0.270 0.378
C 6.264 -0.779 0.024
C 7.398 0.011 0.129
C 7.303 1.314 0.598
C 6.071 1.826 0.962
C 1.085 -2.824 2.146
C 1.745 -2.792 0.932
C 2.475 -3.894 0.516
C 2.560 -5.013 1.330
C 1.890 -5.042 2.544
C 1.132 -3.955 2.944
H 1.577 -1.588 4.774
H 1.277 0.092 4.304
H 2.711 -0.708 2.140
H 3.416 -1.809 3.322
H 4.850 0.051 3.317
H 3.852 0.333 4.743
H 4.118 2.413 3.432
H 2.421 1.909 3.426
H 4.130 -0.866 0.259
H 6.341 -1.791 -0.343
H 8.360 -0.388 -0.154
H 8.186 1.929 0.670
H 5.974 2.844 1.309
H 1.685 -1.908 0.293
H 2.966 -3.867 -0.445
H 3.143 -5.863 1.013
H 1.953 -5.912 3.180
H 0.575 -3.980 3.867
C 1.582 4.785 1.274
C 0.913 4.555 -0.081
C 0.225 5.840 -0.537
C 2.014 4.215 -1.091
P -0.293 3.057 -0.005
C -1.383 3.480 -1.434
C -2.687 3.966 -1.408
C -3.360 4.252 -2.585
C -2.760 4.044 -3.813
C -1.473 3.539 -3.857
C -0.798 3.262 -2.683
C -1.341 3.213 1.585
C -2.464 2.180 1.427
C -1.919 4.594 1.911
C -0.483 2.723 2.764
H 2.425 5.459 1.141
H 1.964 3.855 1.687
H 0.906 5.255 1.981
H 0.968 6.635 -0.568
H -0.563 6.150 0.141
H -0.192 5.735 -1.536
H 2.797 4.970 -1.039
H 1.645 4.217 -2.113
H 2.468 3.251 -0.878
H -3.201 4.154 -0.480
H -4.361 4.654 -2.532
H -3.292 4.270 -4.724
H -0.979 3.359 -4.800
H 0.212 2.883 -2.750
H -3.116 2.400 0.586
H -3.068 2.146 2.334
H -2.021 1.195 1.270
H -2.412 5.057 1.061
H -1.149 5.275 2.266
H -2.656 4.493 2.710
H 0.063 1.823 2.475
H -1.134 2.466 3.601
H 0.217 3.479 3.108
I 2.296 0.674 -2.463
C -2.089 0.396 -3.760
N -3.239 0.335 -2.879
C -4.480 -0.023 -3.532
C -3.041 0.272 -1.545
O -1.893 0.444 -1.068
N -4.094 -0.024 -0.726
C -5.408 0.581 -0.774
C -3.850 -0.774 0.490
H -2.281 1.100 -4.567
H -1.883 -0.594 -4.180
H -1.207 0.715 -3.202
H -4.253 -0.472 -4.497
H -5.098 0.859 -3.717
H -5.037 -0.741 -2.932
H -5.507 1.241 -1.627
H -5.564 1.176 0.132
H -6.184 -0.188 -0.805
H -2.823 -1.135 0.509
H -4.520 -1.637 0.498
H -4.044 -0.175 1.381
C -0.979 -3.760 -1.560
C -0.629 -2.389 -1.024
O -0.966 -2.054 0.130
O 0.010 -1.586 -1.759
H -0.894 -4.498 -0.767
H -0.331 -4.016 -2.395
H -2.011 -3.743 -1.905
*
```

Values from the calculation:
**Kohn-Sham gap**: 8.6266 eV
**Molecular weight**: 919.782 g/mol

***

Relative energies, in kcal/mol, with the most stable structure set to zero: #a 0.0; #b 27.9.

***

#a
# C3H3F3O

3 unconnected molecules or ions with the total composition C3H3F3O (ωB97M-V/def2-TZVPD, OMol25).

```
! wB97M-V def2-TZVPD RIJCOSX def2/J DEFGRID3
* xyz 0 1
C 0.478 1.046 -0.148
C -0.093 -0.254 0.163
C -1.030 0.885 0.125
O 0.201 -1.359 0.215
F -2.369 -1.267 1.283
F -1.759 1.569 1.092
F -1.789 0.677 -0.913
H 1.034 1.446 0.600
H 0.850 1.453 -1.121
H -2.220 -1.999 0.320
*
```

Values from the calculation:
**Kohn-Sham gap**: 9.9826 eV
**Molecular weight**: 112.050 g/mol

***

#b
# C3H3F3O

C3H3F3O in the gas phase (ωB97M-V/def2-TZVPD, OMol25).

```
! wB97M-V def2-TZVPD RIJCOSX def2/J DEFGRID3
* xyz 0 1
C -0.391 1.032 -0.666
C -0.231 -0.380 -0.241
F -1.287 -1.161 -0.540
O 1.058 -1.000 -0.376
C 0.680 -0.812 0.928
F 0.380 -1.914 1.592
F 1.388 0.079 1.638
H 0.117 1.706 0.104
H -1.487 1.406 -0.692
H -0.226 1.044 -1.749
*
```

Values from the calculation:
**Kohn-Sham gap**: 11.7856 eV
**SMILES string**: C[C@@]1(F)OC1(F)F
**Molecular weight**: 112.050 g/mol

***

Relative energies, in kcal/mol, with the most stable structure set to zero: #a 67.5; #b 0.0.